Formula: C5H12N6
Source: OMol25
Level of theory: the ωB97M-V functional and the def2-TZVPD basis

Each line ends with the Mulliken charge.
Positions of all 23 atoms, in Å:
C -1.124 -0.990 -1.570  0.48
C -2.105 -0.030 0.454  0.57
C 2.511 1.796 0.084  -0.32
C -0.203 1.001 -0.509  -0.53
C 3.035 0.129 1.665  -0.90
N 2.208 0.757 0.673  -0.14
N -2.064 -1.004 -0.475  -0.12
N -0.259 0.077 -1.504  -0.01
N -1.091 0.846 0.535  0.01
N -1.035 -1.844 -2.523  -0.19
N -2.986 -0.147 1.435  -0.31
H 3.524 2.180 0.049  0.28
H 1.808 2.174 -0.580  0.32
H 2.555 0.048 2.621  0.31
H 4.098 0.579 1.900  0.25
H 3.200 -0.881 1.549  0.36
H -2.894 -1.505 -0.539  0.27
H 0.369 0.199 -2.336  0.31
H -0.884 1.619 1.218  0.36
H -1.619 -2.631 -2.516  0.25
H -0.598 -1.573 -3.358  0.26
H -3.550 -1.022 1.406  0.24
H -2.896 0.223 2.321  0.26

Summary:
Spin multiplicity: 1
Strongest force on any atom, eV/Å: 4.4
Charge: +2
Relative energy (zero: lowest compared OMol25 entry of this formula, charge and spin), kJ/mol: 250.5
Orbital gap, Eh: 0.245